101
Properties=species:S:1:pos:R:3 method="wB97M-V/def2-TZVPD" total_charge=-1 e_homo_ev=-4.590 e_tot_ev=-144912.0865 mol_weight_g_mol=968.92 orbital_gap_ha=0.256 lumo_energy_ev=2.39
Bi 0.124 0.097 0.617
C 4.179 0.441 -2.769
N 3.612 0.171 -1.464
C 4.544 0.337 -0.363
C 3.840 0.892 0.877
C 3.373 2.345 0.674
N 1.991 2.472 1.007
C 1.596 3.271 1.910
C 0.232 3.469 2.314
C 0.024 4.180 3.502
C -1.228 4.389 4.025
C -2.336 3.903 3.327
C -2.175 3.250 2.135
C -0.897 2.994 1.564
O -0.801 2.415 0.428
C 2.959 -1.128 -1.413
C 1.855 -1.312 -2.451
C 0.711 -0.281 -2.361
N -0.271 -0.510 -1.345
C -1.209 -1.584 -1.500
C -2.826 -1.794 0.348
C -3.573 -2.962 0.372
C -4.000 -3.520 1.565
C -3.681 -2.900 2.759
C -2.917 -1.749 2.753
C -2.471 -1.179 1.559
O -1.764 -0.054 1.609
H 4.832 1.312 -2.720
H 3.370 0.665 -3.463
H 4.758 -0.408 -3.171
H 5.323 1.049 -0.658
H 5.042 -0.617 -0.106
H 4.517 0.812 1.731
H 2.959 0.287 1.089
H 3.467 2.578 -0.393
H 4.016 3.044 1.246
H 2.331 3.888 2.468
H 0.891 4.562 4.032
H -1.352 4.924 4.956
H -3.325 4.059 3.737
H -3.034 2.881 1.595
H 2.529 -1.260 -0.419
H 3.707 -1.935 -1.567
H 1.432 -2.311 -2.325
H 2.289 -1.261 -3.451
H 0.212 -0.266 -3.342
H 1.141 0.703 -2.182
H -1.400 -1.690 -2.582
H -3.822 -3.429 -0.568
H -4.580 -4.431 1.571
H -4.020 -3.317 3.700
H -2.659 -1.250 3.675
C 0.172 -3.451 3.791
Si 1.088 -2.275 2.584
C 1.167 -0.624 3.539
C 2.932 -2.816 2.375
N 0.316 -2.108 1.061
C 0.005 -3.124 0.200
C 0.422 -4.443 0.463
C 0.096 -5.507 -0.352
C -0.681 -5.308 -1.480
C -1.070 -4.017 -1.779
C -0.733 -2.927 -0.989
N -2.480 -1.224 -0.899
Si -3.324 0.147 -1.530
C -4.357 -0.478 -3.037
C -4.552 0.745 -0.208
C -2.338 1.632 -2.196
H 0.794 -3.711 4.644
H -0.143 -4.371 3.311
H -0.724 -2.966 4.167
H 1.373 -0.803 4.593
H 0.219 -0.101 3.483
H 1.937 0.046 3.167
H 3.265 -3.455 3.188
H 3.594 -1.954 2.349
H 3.078 -3.360 1.447
H 1.020 -4.622 1.343
H 0.438 -6.503 -0.098
H -0.968 -6.130 -2.120
H -1.673 -3.840 -2.660
H -4.831 -1.433 -2.831
H -3.748 -0.606 -3.927
H -5.139 0.237 -3.281
H -5.265 -0.032 0.053
H -5.097 1.617 -0.557
H -4.008 1.013 0.691
H -1.564 1.311 -2.885
H -1.848 2.151 -1.379
H -2.984 2.340 -2.717
Br 1.393 2.456 -5.731
C 1.020 3.437 -4.139
C 0.637 4.762 -4.242
C 0.407 5.425 -3.045
C 0.537 4.732 -1.852
C 0.917 3.395 -1.885
N 1.175 2.774 -3.025
H 0.533 5.244 -5.201
H 0.135 6.470 -3.057
H 0.345 5.206 -0.904
H 1.001 2.806 -0.981